Record 1
Formula: C22H24AsNO7P2Pt
Source: OMol25
Level of theory: the ωB97M-V functional and the def2-TZVPD basis

Results
- LUMO: -7.59 eV
- Relative energy (zero: lowest compared OMol25 entry of this formula, charge and spin): 0.000 eV
- E_HOMO: -14.299 eV
- Gap between HOMO and LUMO: 0.247 Eh
- Charge: +2

Element x y z (Å)
Pt 1.46110 0.08091 0.21659
N 2.61484 2.57333 -3.95637
C 2.36363 1.40774 -3.02549
C 2.32550 0.13158 -3.87516
P 0.70344 1.66292 -2.29813
O 0.92565 2.84554 -1.25159
O -0.27124 1.94128 -3.35387
O 0.46340 0.36356 -1.45386
P 3.78895 1.31471 -1.85737
O 3.84918 2.84560 -1.36974
O 4.98589 0.89630 -2.58326
O 3.28209 0.47281 -0.67036
H 1.81446 2.69274 -4.58907
H 3.46518 2.40530 -4.50443
H 2.75091 3.43739 -3.42179
H 1.51285 0.16505 -4.60221
H 2.16765 -0.73388 -3.23361
H 3.28199 -0.00795 -4.37942
H 0.20550 3.49299 -1.23299
H 4.76155 3.16508 -1.30687
C -1.23361 -4.58018 -1.87117
C -0.07953 -4.43351 -1.10968
C 0.08542 -3.30876 -0.31951
C -0.91927 -2.34257 -0.30126
C -2.07497 -2.47668 -1.06183
C -2.22591 -3.60979 -1.84799
As -0.70481 -0.81312 0.80329
C -0.95391 -1.02878 2.67376
C -0.34224 -1.91807 3.54562
C -0.69009 -1.87122 4.88862
C -1.63054 -0.94625 5.32872
C -2.24645 -0.06744 4.44578
C -1.91563 -0.10144 3.09854
C -2.52062 0.73944 2.03054
C -3.50394 1.69957 2.21548
C -4.00109 2.39254 1.11772
C -3.53254 2.14317 -0.16649
C -2.54204 1.19232 -0.37472
C -2.05660 0.50548 0.72846
H -1.35963 -5.46093 -2.48619
H 0.68726 -5.19574 -1.12967
H 0.98496 -3.20083 0.27768
H -2.85079 -1.72187 -1.03627
H -3.12166 -3.73386 -2.44082
H 0.36986 -2.65470 3.19121
H -0.23922 -2.56091 5.58880
H -1.89823 -0.91774 6.37636
H -2.98848 0.62795 4.81409
H -3.89433 1.90946 3.20202
H -4.77350 3.13476 1.26819
H -3.94429 2.68421 -1.00747
H -2.17338 0.98589 -1.37161
C 2.27618 0.29213 2.37105
C 1.26538 1.25551 1.81408
O 0.67373 2.21141 2.05122
H 1.84899 -0.20191 3.24376
H 3.22773 0.79693 2.53580
H 2.54530 -0.57751 1.66283

Cartesian forces (eV/Å) of the 3 atoms listed first:
-0.148 0.014 -0.105
-0.027 0.060 0.031
-0.053 -0.102 -0.053

The molecule's Mulliken atomic charges, reported in e, are given here: atom 1 (Pt): 1.996, atom 2 (N): -0.171, atom 3 (C): 0.245, atom 4 (C): -1.843, atom 5 (P): 0.767, atom 6 (O): -0.528, atom 7 (O): -0.771, atom 8 (O): -0.503, atom 9 (P): 0.826, atom 10 (O): -0.538, atom 11 (O): -0.724, atom 12 (O): -0.596, atom 13 (H): 0.381, atom 14 (H): 0.387, atom 15 (H): 0.365, atom 16 (H): 0.460, atom 17 (H): 0.376, atom 18 (H): 0.518, atom 19 (H): 0.373, atom 20 (H): 0.353, atom 21 (C): -0.534, atom 22 (C): -0.815, atom 23 (C): -0.523, atom 24 (C): 0.902, atom 25 (C): -0.251, atom 26 (C): -0.770, atom 27 (As): 0.007, atom 28 (C): 0.431, atom 29 (C): -0.782, atom 30 (C): -0.714, atom 31 (C): -0.825, atom 32 (C): -0.706, atom 33 (C): 0.830, atom 34 (C): 0.169, atom 35 (C): -0.589, atom 36 (C): -0.859, atom 37 (C): -1.054, atom 38 (C): -0.267, atom 39 (C): 0.539, atom 40 (H): 0.424, atom 41 (H): 0.444, atom 42 (H): 0.396, atom 43 (H): 0.434, atom 44 (H): 0.438, atom 45 (H): 0.502, atom 46 (H): 0.457, atom 47 (H): 0.429, atom 48 (H): 0.449, atom 49 (H): 0.452, atom 50 (H): 0.435, atom 51 (H): 0.494, atom 52 (H): 0.637, atom 53 (C): -0.890, atom 54 (C): 0.451, atom 55 (O): -0.297, atom 56 (H): 0.428, atom 57 (H): 0.465, atom 58 (H): 0.288

Record 2
Formula: C22H24BrN7O2RuS2
Source: OMol25
Level of theory: the ωB97M-V functional and the def2-TZVPD basis

Results
- LUMO (spin up / spin down): -3.07 / -3.86 eV
- Spin multiplicity: 2
- Relative energy (zero: lowest compared OMol25 entry of this formula, charge and spin): 0.000 eV
- E_HOMO (spin up / spin down): -10.550 / -10.735 eV
- Gap between HOMO and LUMO (spin up / spin down): 0.275 / 0.253 Eh
- Charge: +1

Element x y z (Å)
Ru 0.22894 0.38951 -0.20882
C 3.24463 -0.03363 4.63031
C 1.74958 -0.31561 4.65310
N 0.96327 0.73210 4.01512
C 0.72472 0.84954 2.70681
S 1.34113 -0.39436 1.62175
N 0.07191 1.92698 2.31834
N -0.14973 1.96803 0.98276
C -0.71041 3.01150 0.46031
C -1.11733 4.21699 1.23489
C -0.88473 2.94032 -0.99375
C -1.38987 3.99079 -1.74981
C -1.50583 3.84211 -3.12003
C -1.11692 2.64920 -3.71333
C -0.62201 1.64376 -2.90667
N -0.50745 1.78574 -1.58563
H 3.78622 -0.84275 5.12052
H 3.47280 0.89535 5.15345
H 3.60643 0.04862 3.60531
H 1.39062 -0.39837 5.67845
H 1.52487 -1.26115 4.15960
H 0.63477 1.50180 4.57802
H -0.95531 4.04835 2.29373
H -2.17131 4.44362 1.06582
H -0.53324 5.08539 0.92043
H -1.68556 4.90930 -1.26469
H -1.89865 4.65025 -3.72203
H -1.19971 2.49292 -4.77879
H -0.31769 0.68713 -3.31261
Br 2.78102 3.00591 0.35046
C 3.07600 1.72223 -0.99119
C 4.24972 1.82414 -1.72616
C 4.50797 0.87884 -2.69821
C 3.59094 -0.14136 -2.89698
C 2.45197 -0.16580 -2.12214
N 2.17844 0.76043 -1.17984
C 1.45725 -1.29064 -2.29866
O 1.62719 -2.14509 -3.13648
O 0.46473 -1.23662 -1.46336
H 4.93632 2.63157 -1.52140
H 5.41512 0.93407 -3.28451
H 3.72792 -0.92423 -3.62857
C -0.88785 -4.73119 -1.41469
C -1.85827 -3.91534 -0.63023
C -3.03950 -4.36810 -0.10872
C -3.84908 -3.45485 0.58300
N -3.49358 -2.18619 0.75568
C -2.33591 -1.77230 0.25505
S -1.92026 -0.11595 0.51444
N -1.53806 -2.61830 -0.43333
C -5.15517 -3.86724 1.17548
H -1.22687 -5.75994 -1.49563
H 0.09303 -4.71305 -0.93784
H -0.76419 -4.31292 -2.41526
H -3.33966 -5.39670 -0.23887
H -0.67919 -2.24012 -0.88131
H -5.46513 -4.85165 0.83349
H -5.91724 -3.12933 0.93035
H -5.06178 -3.88373 2.26284

Cartesian forces (eV/Å) of the 3 atoms listed first:
0.205 0.027 0.007
-0.003 -0.004 0.002
-0.004 0.011 0.007

The molecule's Mulliken atomic charges, reported in e, are given here: atom 1 (Ru): 0.582, atom 2 (C): -0.921, atom 3 (C): -0.626, atom 4 (N): -0.153, atom 5 (C): 0.381, atom 6 (S): -0.360, atom 7 (N): -1.541, atom 8 (N): 1.545, atom 9 (C): 0.435, atom 10 (C): -1.950, atom 11 (C): 0.958, atom 12 (C): -0.855, atom 13 (C): -0.468, atom 14 (C): -0.961, atom 15 (C): -0.360, atom 16 (N): 0.348, atom 17 (H): 0.359, atom 18 (H): 0.307, atom 19 (H): 0.262, atom 20 (H): 0.377, atom 21 (H): 0.329, atom 22 (H): 0.265, atom 23 (H): 0.398, atom 24 (H): 0.382, atom 25 (H): 0.370, atom 26 (H): 0.502, atom 27 (H): 0.434, atom 28 (H): 0.452, atom 29 (H): 0.503, atom 30 (Br): -0.041, atom 31 (C): 0.030, atom 32 (C): -0.711, atom 33 (C): -0.380, atom 34 (C): -0.907, atom 35 (C): 0.399, atom 36 (N): 0.436, atom 37 (C): 0.313, atom 38 (O): -0.678, atom 39 (O): -0.798, atom 40 (H): 0.445, atom 41 (H): 0.447, atom 42 (H): 0.560, atom 43 (C): -1.355, atom 44 (C): 1.370, atom 45 (C): -0.992, atom 46 (C): 0.848, atom 47 (N): -0.510, atom 48 (C): 0.507, atom 49 (S): -0.439, atom 50 (N): 0.432, atom 51 (C): -1.254, atom 52 (H): 0.376, atom 53 (H): 0.331, atom 54 (H): 0.342, atom 55 (H): 0.370, atom 56 (H): -0.147, atom 57 (H): 0.358, atom 58 (H): 0.354, atom 59 (H): 0.301